1.
# C2H4Br2S

A molecular structure, C2H4Br2S (ωB97M-V with the def2-TZVPD basis set, the OMol25 dataset).

## Properties
HOMO-LUMO gap (alpha / beta): 9.0 / 6.2 eV
HOMO (alpha / beta): -9.460 / -8.256 eV
2S+1: 1

Each line ends with the Löwdin charge.
Geometry (Å):
C -2.0837 -0.0643 0.2339  -0.492
C 2.2820 0.1711 -0.5887  -1.251
S -0.5714 -0.6994 1.0583  0.554
Br 3.4714 -1.2191 -0.3099  0.604
Br 2.7206 1.8535 -0.0079  0.622
H -1.8305 -0.0800 -0.7822  -0.006
H -2.3190 0.9708 0.6539  0.055
H -2.8350 -0.7350 0.3769  -0.023
H 1.1658 -0.1976 -0.6342  -0.064


2.
# C8H18Cl2N2O3PTl

A molecular structure, C8H18Cl2N2O3PTl (ωB97M-V with the def2-TZVPD basis set, the OMol25 dataset).

## Properties
HOMO-LUMO gap (alpha / beta): 5.2 / 5.5 eV
Charge: +2
HOMO (alpha / beta): -15.613 / -15.626 eV
2S+1: 1

Each line ends with the Löwdin charge.
Geometry (Å):
C 1.5136 2.7738 -1.4290  -0.111
C 1.1293 1.9256 -0.2806  -0.275
H 1.9400 3.6433 -0.9401  0.111
H 0.5263 2.9008 -1.9974  0.152
H 2.2647 2.1413 -2.0537  0.078
O 0.5661 2.0234 0.7965  0.165
Cl 1.1248 0.3443 -1.8903  0.419
Tl -1.0348 -2.0122 -0.0039  0.778
P 2.1038 -1.2180 0.0351  0.768
C 2.9469 -1.5471 1.6835  -0.207
C 2.2781 -2.9019 -0.7258  -0.248
H 3.2630 -0.1652 -1.8233  -0.015
H 4.4837 -1.0311 -0.8044  0.077
H 3.7080 0.5041 -0.2557  0.052
C 3.5668 -0.4329 -0.8061  -0.301
H 1.8809 -3.0082 -1.7484  0.071
H 3.3507 -3.1246 -0.7629  0.075
H 3.9868 -1.8722 1.5673  0.080
H 2.3921 -2.3222 2.2164  0.051
H 1.7182 -3.5748 -0.0678  0.038
H 2.9512 -0.6621 2.3287  0.060
C -0.2968 -0.8663 2.4807  -0.039
O -0.7345 -0.5571 3.4950  0.125
Cl -1.9673 -4.2289 0.9095  0.021
C -5.2133 0.7838 -1.1317  -0.028
N -4.4438 1.2842 0.0285  0.046
C -3.1229 1.1245 0.3293  -0.552
N -2.6087 1.6958 1.4781  0.158
O -2.3253 0.3773 -0.3266  -0.178
H -4.5739 0.1435 -1.7519  0.087
H -5.6377 1.5826 -1.7562  0.095
H -6.0909 0.1936 -0.8387  0.095
H -4.9321 1.6937 0.8082  0.143
H -1.5956 1.9097 1.3518  0.088
H -3.1176 2.4794 1.8862  0.120


no.,F_max (Eh/bohr)
1,0.08481
2,0.14400